C44H102N14O17 | the ωB97M-V functional and the def2-TZVPD basis

The spin multiplicity is 1. As for the total energy: -102956.1875 eV. For the LUMO energy, the calculation gives 0.6 eV. The orbital gap is 9.0 eV.

Cartesian coordinates (Å):
C  2.8230  -8.1833  2.2972
C  2.3194  -7.4800  3.5609
O  1.1579  -6.6926  3.4006
C  0.1580  -7.3072  2.6581
O  -1.0501  -6.8018  3.2204
C  -2.1040  -7.0451  2.4700
O  -2.0760  -7.6099  1.4731
O  -3.2193  -6.4987  2.9770
C  -4.0395  -7.4029  3.7306
N  -3.5626  -8.7782  3.7023
H  3.8687  -8.4318  2.4044
H  2.6278  -7.6389  1.3828
H  2.3176  -9.1437  2.2169
H  3.0954  -6.7901  3.8699
H  2.2320  -8.1973  4.3785
H  0.1446  -8.3902  2.7589
H  0.2733  -6.9960  1.6290
H  -5.0358  -7.3346  3.3097
H  -4.1261  -7.0877  4.7641
H  -3.6337  -9.1389  4.6451
H  -4.2589  -9.3083  3.1825
C  -4.4660  -13.0900  0.5958
C  -4.0399  -11.8601  1.3593
O  -4.8036  -10.9294  1.5711
N  -2.7623  -11.8065  1.8137
C  -1.7128  -12.7975  1.6670
H  -5.5054  -12.9785  0.3030
H  -3.8608  -13.2086  -0.3037
H  -4.3729  -13.9782  1.2219
H  -2.5479  -10.9524  2.3099
H  -1.3742  -13.1145  2.6549
H  -0.8696  -12.3536  1.1350
H  -2.0610  -13.6651  1.1171
C  -0.1088  -1.3797  2.3607
C  0.2574  -2.8359  2.4863
O  1.3772  -3.2579  2.2297
N  -0.7295  -3.6757  2.8955
C  -2.1013  -3.3381  3.2323
H  0.7550  -0.8159  2.0191
H  -0.9115  -1.2581  1.6344
H  -0.4264  -0.9805  3.3239
H  -0.4450  -4.6414  2.9630
H  -2.3014  -3.6317  4.2645
H  -2.7805  -3.8890  2.5794
H  -2.2869  -2.2733  3.1227
C  -4.5584  2.1143  1.1956
C  -3.6323  0.9390  1.3827
O  -2.9191  0.8051  2.3720
N  -3.5977  0.0010  0.4075
C  -4.3347  -0.0479  -0.8457
H  -4.4702  2.7708  2.0570
H  -4.2906  2.6735  0.2972
H  -5.5916  1.7749  1.1185
H  -2.9600  -0.7531  0.6084
H  -4.9306  -0.9610  -0.8666
H  -3.6132  -0.0716  -1.6633
H  -4.9856  0.8095  -0.9694
C  -2.0882  2.0280  -3.0610
C  -3.0456  3.0249  -2.4547
O  -4.2531  2.8267  -2.4442
N  -2.5161  4.1426  -1.8993
C  -1.1174  4.5127  -1.8170
H  -2.6528  1.1855  -3.4523
H  -1.5260  2.4811  -3.8794
H  -1.4002  1.6599  -2.2963
H  -3.1997  4.7793  -1.4996
H  -0.8353  4.6295  -0.7685
H  -0.9667  5.4677  -2.3271
H  -0.4773  3.7629  -2.2706
C  2.7929  -0.7438  -0.1637
C  1.5468  -0.5438  -0.9834
O  1.1590  0.5658  -1.3361
N  0.8391  -1.6509  -1.3345
C  1.1250  -3.0395  -1.0208
H  3.2461  0.2184  0.0385
H  2.5418  -1.2206  0.7868
H  3.5087  -1.3527  -0.7042
H  0.0137  -1.4454  -1.8763
H  1.2410  -3.6018  -1.9495
H  0.2891  -3.4624  -0.4620
H  2.0299  -3.1321  -0.4306
C  -4.9440  -3.8308  -0.0104
C  -6.2597  -3.7261  -0.7438
O  -6.7639  -2.6514  -1.0300
N  -6.8787  -4.8886  -1.0821
C  -6.4373  -6.2487  -0.8295
H  -4.5686  -2.8327  0.1924
H  -5.0804  -4.3512  0.9389
H  -4.2127  -4.3599  -0.6231
H  -7.7506  -4.7515  -1.5686
H  -6.3253  -6.7749  -1.7789
H  -7.1879  -6.7672  -0.2301
H  -5.4897  -6.2665  -0.3020
C  6.4645  0.9287  -2.0419
C  6.5515  0.0405  -0.8294
O  5.6042  -0.6197  -0.4185
N  7.7448  -0.0029  -0.1804
C  8.9653  0.7108  -0.5089
H  5.4616  0.8686  -2.4577
H  6.6688  1.9590  -1.7657
H  7.1776  0.6051  -2.8010
H  7.7460  -0.6128  0.6221
H  9.7658  -0.0085  -0.6951
H  9.2531  1.3420  0.3351
H  8.8323  1.3347  -1.3873
C  -4.2140  8.6193  -2.0755
C  -3.8684  7.5334  -1.0906
O  -4.2938  6.3903  -1.2054
N  -3.0564  7.8602  -0.0518
C  -2.4587  9.1485  0.2472
H  -4.8645  8.2061  -2.8396
H  -4.7379  9.4354  -1.5791
H  -3.3139  9.0016  -2.5557
H  -2.8662  7.0891  0.5697
H  -1.3719  9.0482  0.2606
H  -2.7907  9.4806  1.2323
H  -2.7369  9.8933  -0.4905
C  7.8666  5.7885  -3.1078
C  8.1787  4.6836  -2.1287
O  7.8036  3.5283  -2.3081
N  8.8840  4.9977  -1.0217
C  9.4016  6.2834  -0.5995
H  7.2944  5.3756  -3.9332
H  7.2734  6.5668  -2.6266
H  8.7878  6.2190  -3.5020
H  9.0524  4.2090  -0.4140
H  10.4840  6.2164  -0.4843
H  8.9601  6.5183  0.3685
H  9.1678  7.0748  -1.3047
C  7.6287  3.0509  3.3906
C  7.8913  4.4503  2.8934
O  8.8785  4.7253  2.2178
N  6.9857  5.4022  3.2160
C  5.7647  5.2359  3.9878
H  8.4325  2.4023  3.0538
H  7.5988  3.0334  4.4803
H  6.6845  2.6755  2.9945
H  7.2139  6.3175  2.8610
H  4.9147  5.5308  3.3705
H  5.8074  5.8845  4.8667
H  5.6314  4.2082  4.3036
C  -1.9096  -2.2161  -6.2394
C  -1.3488  -2.0192  -4.8520
O  -1.8601  -2.5315  -3.8653
N  -0.2430  -1.2462  -4.7202
C  0.5071  -0.5561  -5.7523
H  -2.7863  -2.8534  -6.1760
H  -2.2047  -1.2585  -6.6702
H  -1.1728  -2.6981  -6.8835
H  0.0679  -1.1605  -3.7661
H  1.5378  -0.9144  -5.7494
H  0.5123  0.5139  -5.5380
H  0.0754  -0.7212  -6.7336
C  -6.0630  12.4136  -5.3229
C  -5.2728  11.1546  -5.0599
O  -4.6377  10.9914  -4.0292
N  -5.2887  10.1908  -6.0176
C  -5.9786  10.2019  -7.2947
H  -5.9525  13.0806  -4.4735
H  -5.6895  12.9190  -6.2144
H  -7.1211  12.1805  -5.4484
H  -4.7421  9.3780  -5.7784
H  -6.6726  9.3611  -7.3376
H  -5.2501  10.0943  -8.0999
H  -6.5307  11.1243  -7.4378
C  3.0348  0.9338  5.5090
C  3.2280  2.3624  5.0663
O  4.2044  2.7132  4.4160
N  2.2735  3.2627  5.4113
C  1.0561  3.0359  6.1697
H  3.8736  0.3409  5.1578
H  2.9959  0.8742  6.5975
H  2.1174  0.5244  5.0847
H  2.4634  4.1964  5.0827
H  0.1946  3.3111  5.5598
H  1.0660  3.6617  7.0637
H  0.9624  1.9971  6.4654